[1]
{"formula": "C23H27N5O4S", "method": "ωB97M-V/def2-TZVPD", "smiles": "CC[C@H](c1nnc(SCC(=O)Nc2ccc(C(=O)Nc3ccccc3OC)cc2)o1)N(C)C", "fmax_ev_per_a": 1.63, "lumo_energy_ev": 0.39, "de_lowest_ev": 1.427, "e_tot_ha": -1865.5813, "orbital_gap_ev": 8.6, "species": ["C", "C", "C", "C", "N", "N", "C", "S", "C", "C", "O", "N", "C", "C", "C", "C", "C", "O", "N", "C", "C", "C", "C", "C", "C", "O", "C", "C", "C", "O", "N", "C", "C", "H", "H", "H", "H", "H", "H", "H", "H", "H", "H", "H", "H", "H", "H", "H", "H", "H", "H", "H", "H", "H", "H", "H", "H", "H", "H", "H"], "positions_angstrom": [[2.2931, 4.3993, 0.7874], [2.9881, 3.3378, -0.0537], [2.2616, 1.9845, 0.0498], [3.0396, 0.9622, -0.7202], [2.9199, 0.5800, -1.9478], [3.8346, -0.3873, -2.1704], [4.4791, -0.5391, -1.0607], [5.7498, -1.6745, -0.7393], [5.4531, -1.9102, 1.0530], [3.9655, -1.9945, 1.3960], [3.5231, -1.4247, 2.3649], [3.2524, -2.7402, 0.5158], [1.8593, -2.7862, 0.3715], [0.9907, -2.3676, 1.3741], [-0.3700, -2.3451, 1.1345], [-0.8825, -2.7576, -0.0910], [-2.3430, -2.6927, -0.4032], [-2.9263, -3.5656, -1.0107], [-2.9070, -1.5362, 0.0455], [-4.2146, -1.0741, -0.1117], [-5.2586, -1.8615, -0.5701], [-6.5320, -1.3277, -0.6849], [-6.7669, -0.0118, -0.3399], [-5.7306, 0.7897, 0.1191], [-4.4534, 0.2714, 0.2339], [-3.3516, 0.9729, 0.6666], [-3.5165, 2.3224, 1.0305], [-0.0123, -3.2398, -1.0637], [1.3488, -3.2434, -0.8420], [4.0344, 0.2876, -0.0885], [0.8592, 2.0689, -0.3068], [0.5886, 2.4912, -1.6705], [0.1496, 0.8432, 0.0016], [2.7922, 5.3578, 0.6697], [1.2562, 4.4990, 0.4816], [2.3147, 4.1235, 1.8387], [4.0128, 3.2001, 0.2991], [3.0364, 3.6487, -1.0977], [2.3022, 1.6675, 1.1009], [5.8968, -1.0858, 1.6112], [5.9633, -2.8381, 1.3128], [3.7655, -3.1518, -0.2563], [1.3838, -2.0444, 2.3233], [-1.0355, -2.0201, 1.9209], [-2.2911, -0.8505, 0.4617], [-5.0607, -2.8851, -0.8398], [-7.3387, -1.9477, -1.0438], [-7.7580, 0.4071, -0.4255], [-5.9338, 1.8162, 0.3804], [-3.8715, 2.9235, 0.1877], [-2.5276, 2.6685, 1.3286], [-4.2085, 2.4285, 1.8714], [-0.4173, -3.5874, -2.0014], [2.0240, -3.5824, -1.6147], [-0.4918, 2.5594, -1.7903], [0.9880, 1.7926, -2.4135], [1.0117, 3.4771, -1.8424], [0.3476, 0.5591, 1.0348], [0.4318, 0.0065, -0.6544], [-0.9178, 1.0267, -0.1125]], "forces_ev_per_a": [[0.14, -0.05, -0.21], [-0.26, -0.03, 0.23], [0.20, 0.28, 0.15], [-0.28, -0.15, -0.36], [-0.84, 1.12, 0.33], [1.13, -1.17, 0.12], [-0.17, 0.05, -0.35], [0.37, -0.14, 0.21], [0.04, 0.27, -0.28], [0.46, -0.11, 0.06], [-0.10, 0.06, 0.20], [-0.07, -0.44, -0.28], [-0.30, 0.11, 0.11], [0.14, 0.03, 0.15], [-0.06, -0.12, -0.29], [0.16, -0.11, 0.08], [0.18, 0.06, 0.09], [-0.08, -0.08, -0.15], [0.11, 0.45, 0.27], [-0.20, 0.09, -0.01], [0.09, -0.07, 0.00], [-0.10, 0.16, 0.03], [-0.10, -0.10, -0.06], [0.20, 0.14, 0.09], [0.04, -0.09, -0.04], [-0.20, -0.55, -0.17], [0.01, 0.26, 0.08], [-0.08, 0.02, 0.09], [-0.03, 0.03, 0.08], [0.17, 0.02, -0.05], [0.08, -0.11, 0.10], [-0.02, 0.01, -0.07], [0.01, 0.03, 0.01], [0.01, 0.12, 0.05], [-0.11, 0.07, 0.02], [-0.04, 0.00, 0.15], [0.03, -0.03, -0.10], [0.08, -0.04, -0.04], [0.01, 0.02, -0.10], [-0.16, -0.14, 0.01], [0.01, 0.00, 0.01], [-0.02, 0.21, 0.18], [0.01, -0.01, 0.02], [-0.07, 0.05, 0.08], [0.02, -0.17, -0.14], [0.03, -0.03, 0.00], [-0.07, -0.06, -0.03], [-0.08, 0.04, -0.01], [0.03, 0.09, 0.04], [0.00, -0.04, 0.03], [-0.08, 0.04, -0.01], [0.02, -0.01, -0.04], [-0.04, -0.04, -0.09], [0.07, -0.01, -0.10], [-0.05, 0.06, -0.04], [-0.11, 0.10, -0.03], [0.01, 0.11, -0.10], [-0.02, -0.05, 0.05], [-0.01, -0.07, 0.01], [-0.09, -0.08, 0.00]], "nbo_charge": [-0.61, -0.39, -0.11, 0.47, -0.31, -0.29, 0.26, 0.29, -0.62, 0.68, -0.59, -0.64, 0.23, -0.26, -0.19, -0.15, 0.67, -0.60, -0.62, 0.17, -0.23, -0.22, -0.21, -0.29, 0.26, -0.52, -0.25, -0.15, -0.26, -0.43, -0.43, -0.43, -0.42, 0.21, 0.22, 0.20, 0.21, 0.21, 0.23, 0.26, 0.25, 0.41, 0.25, 0.22, 0.42, 0.25, 0.22, 0.21, 0.22, 0.18, 0.20, 0.18, 0.24, 0.22, 0.20, 0.21, 0.19, 0.20, 0.18, 0.21]}

[2]
{"formula": "C6H18ClO3S", "method": "ωB97M-V/def2-TZVPD", "charge": -1, "fmax_ev_per_a": 7.99, "lumo_energy_ev": 3.32, "de_lowest_ev": 1.011, "e_tot_ha": -1323.3972, "orbital_gap_ev": 8.6, "species": ["Cl", "C", "C", "O", "H", "H", "H", "H", "H", "H", "C", "C", "O", "H", "H", "H", "H", "H", "H", "C", "S", "O", "C", "H", "H", "H", "H", "H", "H"], "positions_angstrom": [[-0.4758, -1.1049, 0.3269], [2.0012, -1.0589, 3.9029], [1.7342, -0.3619, 2.6259], [0.3322, -0.2719, 2.5769], [1.1652, -1.6739, 4.2919], [2.2342, -0.1359, 4.7459], [2.8732, -1.4389, 3.8009], [2.2782, -0.8759, 1.7339], [2.1792, 0.5071, 2.7079], [0.0502, -0.4569, 1.6749], [-2.9488, -2.1109, -3.6351], [-1.7268, -2.0809, -2.8331], [-2.1128, -2.4049, -1.4991], [-3.8658, -1.4049, -3.5631], [-3.5078, -3.0729, -3.5121], [-2.6238, -2.1129, -4.6681], [-1.1108, -1.1469, -3.1421], [-1.1548, -2.9569, -3.1751], [-1.2098, -2.2259, -0.9601], [-0.3628, 2.4241, -1.1401], [1.3352, 2.4071, -0.7111], [1.8132, 3.7811, -1.2451], [1.2162, 2.5661, 1.0509], [-0.8078, 1.6121, -0.3441], [-0.2928, 2.0351, -2.1121], [-0.8748, 3.5031, -0.9991], [0.6072, 3.5071, 1.3529], [2.3462, 2.8601, 1.3859], [0.9092, 1.6921, 1.3619]], "forces_ev_per_a": [[-0.32, -0.60, -2.47], [-3.76, 4.81, 3.88], [-2.38, -4.64, -1.12], [1.32, 1.58, 1.96], [0.82, 0.20, -0.50], [-0.96, -2.56, -1.83], [5.81, -3.60, 0.03], [-1.45, 0.36, 1.03], [2.06, 4.88, -0.01], [-0.30, 0.01, -0.28], [-3.58, -0.53, -1.78], [0.24, -0.34, 0.54], [3.14, 1.21, 0.24], [2.11, -0.24, 0.42], [0.77, 0.33, 0.09], [-0.22, 0.18, -0.62], [-0.80, -1.03, 1.49], [0.37, 0.33, -0.33], [-2.80, -0.32, -0.69], [-2.14, -0.02, 4.00], [1.08, 3.05, -0.80], [0.01, -1.69, 0.60], [3.66, 7.07, -0.68], [0.53, 1.74, -2.36], [-0.91, -0.34, -1.46], [1.43, -2.55, -0.47], [0.65, -1.83, -0.60], [-2.66, -1.09, -0.68], [-1.73, -4.38, 2.39]], "nbo_charge": [-0.73, -0.56, -0.07, -0.77, 0.22, 0.14, 0.18, 0.15, 0.14, 0.43, -0.62, -0.07, -0.77, 0.20, 0.20, 0.19, 0.15, 0.14, 0.48, -0.85, 1.23, -1.02, -0.80, 0.28, 0.23, 0.24, 0.23, 0.23, 0.23]}

[3]
{"formula": "CHI2O3S", "method": "ωB97M-V/def2-TZVPD", "charge": -1, "fmax_ev_per_a": 5.77, "lumo_energy_ev": 2.65, "de_lowest_ev": 1.308, "e_tot_ha": -1258.0426, "orbital_gap_ev": 7.6, "species": ["C", "O", "O", "O", "S", "I", "I", "H"], "positions_angstrom": [[-0.7131, -0.4497, 0.5079], [2.1551, 0.1453, 2.5933], [1.9038, -0.3293, 0.1950], [-0.1131, -0.3515, 1.8928], [1.6725, -0.7877, 1.5606], [-1.2005, -2.4742, -0.1570], [-2.5436, 0.6478, 0.5569], [-0.1731, -0.2304, -0.3860]], "forces_ev_per_a": [[-0.36, -0.30, 4.07], [0.33, -0.60, -0.48], [-0.02, 0.19, -0.44], [-1.31, -0.59, -5.59], [0.52, 0.59, 1.92], [-0.06, -0.55, 0.27], [0.07, 0.22, -0.02], [0.83, 1.03, 0.28]], "nbo_charge": [-0.17, -1.00, -1.01, -0.76, 1.68, -0.02, 0.08, 0.21]}

[4]
{"formula": "C16H8F12IN4NaO9S2", "method": "ωB97M-V/def2-TZVPD", "charge": -2, "fmax_ev_per_a": 1.63, "lumo_energy_ev": 3.59, "e_tot_ha": -3965.6487, "orbital_gap_ev": 6.7, "species": ["Na", "F", "C", "F", "F", "S", "O", "O", "N", "S", "O", "O", "C", "F", "F", "F", "N", "C", "O", "C", "I", "H", "H", "H", "H", "F", "C", "C", "C", "F", "C", "F", "C", "F", "C", "F", "F", "C", "C", "N", "C", "C", "O", "O", "C", "O", "N", "C", "O", "H", "H", "H", "H"], "positions_angstrom": [[-1.1258, -0.6007, -0.2556], [-1.2989, 2.4217, -0.6777], [-2.1707, 2.4699, -1.6724], [-1.5156, 2.5903, -2.8285], [-2.9505, 3.5566, -1.5156], [-3.2611, 0.9707, -1.6834], [-2.4010, -0.1743, -1.7939], [-4.1703, 1.2380, -2.7546], [-3.9540, 1.1193, -0.2797], [-3.5593, 0.2055, 0.9384], [-3.1332, -1.1161, 0.5771], [-2.8747, 0.8887, 1.9856], [-5.2817, -0.0530, 1.6015], [-5.2706, -0.8662, 2.6646], [-5.8322, 1.1107, 1.9816], [-6.0662, -0.6060, 0.6662], [-0.5355, -4.4833, 1.4415], [-0.9560, -3.3776, 0.7553], [-0.6333, -2.2617, 1.1000], [-1.8865, -3.6628, -0.4064], [-3.7630, -4.3852, 0.3132], [0.2063, -4.3340, 2.1036], [-0.6443, -5.3977, 1.0431], [-1.4940, -4.4364, -1.0512], [-2.0681, -2.7563, -0.9687], [0.7383, 0.0182, -2.6273], [1.2317, -1.2486, -2.7066], [0.5647, -2.2918, -2.0908], [1.1553, -3.5087, -2.3474], [0.6179, -4.6671, -1.8002], [2.2843, -3.7264, -3.1188], [2.7807, -4.9679, -3.3469], [2.9178, -2.6351, -3.6767], [4.0291, -2.7957, -4.4244], [2.3844, -1.3776, -3.4645], [3.0085, -0.3131, -4.0227], [4.4856, 2.8223, 4.5700], [3.7368, 3.2665, 3.5358], [3.4603, 2.4426, 2.5055], [2.7529, 2.8494, 1.4125], [2.3620, 1.8701, 0.3964], [1.4459, 0.7137, 1.0011], [1.8550, 0.2254, 2.0658], [0.4718, 0.4208, 0.2852], [2.2971, 4.1524, 1.3108], [1.7192, 4.6057, 0.3431], [2.5532, 4.9349, 2.4240], [3.2842, 4.6274, 3.5711], [3.4748, 5.4676, 4.4344], [3.7647, 1.4078, 2.5159], [3.2551, 1.3938, -0.0124], [1.8172, 2.3795, -0.3877], [2.1917, 5.8736, 2.3710]], "forces_ev_per_a": [[0.97, -1.01, 0.00], [-0.06, 0.00, -0.04], [-0.20, 0.06, -0.03], [-0.06, -0.06, 0.08], [0.22, -0.12, -0.05], [-0.31, 0.53, -0.44], [-0.41, 0.37, -1.00], [-0.15, 0.00, 0.05], [0.18, -0.01, -0.06], [-1.50, 0.03, 0.62], [-0.23, -0.11, 0.26], [0.17, 0.17, 0.09], [0.08, 0.10, -0.20], [0.10, 0.06, -0.09], [0.05, -0.19, -0.07], [0.05, 0.08, 0.19], [0.05, 0.03, -0.02], [0.02, -0.12, 0.26], [-0.04, -0.60, 0.09], [0.13, 0.19, 0.10], [-0.20, -0.12, 0.01], [0.02, 0.01, -0.01], [0.04, 0.00, -0.06], [0.05, 0.01, -0.07], [-0.12, -0.13, -0.05], [0.00, 0.13, 0.01], [-0.25, -0.33, 0.08], [0.39, -0.21, -0.39], [-0.19, 0.42, 0.18], [0.01, -0.12, -0.01], [-0.06, -0.02, 0.06], [0.07, -0.05, 0.00], [-0.13, -0.02, 0.08], [0.10, 0.00, -0.08], [0.02, 0.08, -0.01], [0.00, 0.04, -0.02], [-0.02, 0.04, 0.05], [0.18, -0.34, -0.11], [-0.03, 0.24, 0.26], [-0.01, 0.22, 0.02], [-0.54, -0.62, 0.11], [0.58, 0.44, -0.32], [-0.11, 0.08, 0.05], [1.14, 0.75, 0.69], [-0.09, -0.22, -0.18], [0.02, 0.00, 0.13], [0.13, 0.01, 0.13], [-0.18, 0.17, -0.18], [0.03, -0.09, 0.04], [-0.05, -0.06, -0.06], [0.02, 0.08, -0.03], [0.09, 0.12, -0.01], [0.01, 0.06, -0.03]], "nbo_charge": [0.85, -0.29, 0.72, -0.31, -0.33, 2.27, -0.96, -0.93, -1.24, 2.26, -0.96, -0.90, 0.71, -0.32, -0.32, -0.32, -0.83, 0.66, -0.59, -0.60, 0.04, 0.40, 0.39, 0.25, 0.27, -0.35, 0.32, -0.45, 0.24, -0.39, 0.22, -0.33, 0.23, -0.32, 0.22, -0.33, -0.32, 0.17, 0.05, -0.40, -0.35, 0.79, -0.75, -0.79, 0.79, -0.63, -0.63, 0.59, -0.63, 0.27, 0.20, 0.25, 0.42]}